Here is a 3-piece molecular cluster, C4H14N2O overall from OMol25. Energies are from the ωB97M-V functional and the def2-TZVPD basis.

Atoms and positions in Å:
C (-0.769, 0.285, 1.319)
C (-0.710, 0.808, -0.118)
C (-2.188, 0.844, -0.638)
N (0.131, -0.088, -0.904)
C (1.514, 0.281, -0.912)
N (2.138, 0.644, 0.463)
H (-1.169, -0.750, 1.230)
H (0.182, 0.406, 1.873)
H (-1.543, 0.830, 1.894)
H (-0.251, 1.818, -0.181)
H (-2.186, 1.119, -1.719)
H (-2.604, -0.178, -0.557)
H (-2.824, 1.604, -0.189)
H (0.082, -1.118, -0.399)
H (2.123, -0.562, -1.291)
H (1.808, 1.114, -1.569)
H (1.779, 1.495, 0.910)
H (3.106, 0.872, 0.402)
H (1.188, -1.366, 0.519)
H (0.431, -3.037, 0.554)
O (-0.352, -2.474, 0.458)

Properties
- HOMO energy (Ha) = -0.32674
- Kohn-Sham gap (eV) = 7.26
- multiplicity = 1
- LUMO (eV) = -1.63



Here is a 2-piece molecular cluster, C4H14N2O overall from OMol25. Energies are from the ωB97M-V functional and the def2-TZVPD basis.

Atoms and positions in Å:
C (0.104, 0.308, 1.065)
C (0.335, -0.336, -0.317)
C (0.758, -1.846, -0.215)
C (-0.442, -3.426, -1.644)
N (-0.374, -2.723, -0.481)
N (0.493, 1.762, 1.039)
H (-0.896, 0.103, 1.421)
H (0.697, -0.193, 1.847)
H (-0.652, -0.344, -0.764)
H (1.112, 0.123, -0.917)
H (1.488, -2.020, -1.007)
H (1.232, -2.134, 0.711)
H (0.394, -3.414, -2.323)
H (-1.303, -4.025, -1.934)
H (-1.036, -2.837, 0.265)
H (-0.215, 2.337, 0.547)
H (1.428, 1.951, 0.675)
H (0.507, 2.281, 1.924)
H (-1.288, 4.907, -0.496)
H (-1.042, 4.979, 1.040)
O (-0.726, 4.588, 0.237)

Properties
- HOMO energy (alpha / beta) (Ha) = -0.31872 / -0.48934
- total charge = +1
- Kohn-Sham gap (alpha / beta) (eV) = 5.16 / 9.79
- multiplicity = 2
- LUMO (alpha / beta) (eV) = -3.51 / -3.52



Here is a 2-piece molecular cluster, C4H14N2O overall from OMol25. Energies are from the ωB97M-V functional and the def2-TZVPD basis.

Atoms and positions in Å:
N (0.068, -0.656, -1.837)
C (0.928, -0.998, -0.698)
C (1.146, -2.476, -0.392)
C (0.336, -0.306, 0.529)
N (-0.062, 1.040, 0.321)
C (0.207, 2.106, 1.242)
H (0.163, -1.294, -2.617)
H (-0.915, -0.623, -1.592)
H (1.864, -0.462, -0.878)
H (1.857, -2.927, -1.069)
H (0.181, -2.972, -0.355)
H (1.469, -2.534, 0.659)
H (1.068, -0.297, 1.333)
H (-0.474, -0.928, 0.952)
H (-0.047, 1.337, -0.662)
H (-0.110, 1.836, 2.248)
H (1.281, 2.328, 1.234)
H (-0.329, 2.998, 0.926)
H (-3.619, 1.626, -0.030)
H (-2.211, 1.223, 0.344)
O (-2.803, 1.980, 0.340)

Properties
- HOMO energy (alpha / beta) (Ha) = -0.51066 / -0.51037
- total charge = +1
- Kohn-Sham gap (alpha / beta) (eV) = 10.93 / 6.03
- multiplicity = 2
- LUMO (alpha / beta) (eV) = -2.96 / -7.86



Here is a 2-piece molecular cluster, C4H14N2O overall from OMol25. Energies are from the ωB97M-V functional and the def2-TZVPD basis.

Atoms and positions in Å:
N (-0.237, -1.777, 0.288)
C (1.025, -1.657, -0.405)
C (1.171, -0.360, -1.225)
N (0.428, 0.781, -0.677)
C (1.240, 1.887, -0.330)
C (-0.908, 0.918, -1.099)
H (-1.092, -1.796, -0.255)
H (-0.247, -2.635, 0.818)
H (1.861, -1.836, 0.245)
H (1.189, -2.476, -1.125)
H (2.218, -0.140, -1.196)
H (0.772, -0.550, -2.222)
H (0.783, 2.784, 0.085)
H (1.778, 2.322, -1.182)
H (2.005, 1.614, 0.403)
H (-1.570, 1.357, -0.362)
H (-1.011, 1.597, -1.961)
H (-1.299, -0.028, -1.462)
H (-1.505, 0.086, 2.221)
H (-2.754, -0.369, 2.859)
O (-2.084, 0.321, 2.959)

Properties
- HOMO energy (alpha / beta) (Ha) = -0.50834 / -0.50712
- total charge = +1
- Kohn-Sham gap (alpha / beta) (eV) = 10.92 / 6.56
- multiplicity = 2
- LUMO (alpha / beta) (eV) = -2.92 / -7.24



Here is a 2-piece molecular cluster, C4H14N2O2 overall from OMol25. Energies are from the ωB97M-V functional and the def2-TZVPD basis.

Atoms and positions in Å:
C (0.490, -0.757, 1.287)
C (-0.190, 0.113, 0.187)
C (-0.210, -0.561, -1.143)
O (-1.019, -1.790, -1.347)
N (0.619, 1.340, 0.106)
C (0.114, 2.629, 0.684)
N (0.667, 3.794, -0.072)
H (0.837, -0.274, 2.227)
H (1.512, -1.176, 0.885)
H (-0.151, -1.647, 1.632)
H (-1.273, 0.291, 0.456)
H (-0.597, 0.087, -1.984)
H (0.749, -1.220, -1.383)
H (-2.020, -1.695, -1.485)
H (1.568, 1.167, 0.378)
H (0.726, 2.767, 1.710)
H (-0.878, 2.653, 0.782)
H (1.549, 3.386, -0.471)
H (0.144, 4.042, -0.863)
O (-0.417, -3.931, 0.334)
H (-1.108, -3.765, -0.375)
H (0.205, -3.335, 0.271)

Properties
- HOMO energy (Ha) = -0.33083
- Kohn-Sham gap (eV) = 9.62
- SMILES = C[C@H](CO)NCN.O
- multiplicity = 1
- LUMO (eV) = 0.62



Here is a 3-piece molecular cluster, C4H14N2O2 overall from OMol25. Energies are from the ωB97M-V functional and the def2-TZVPD basis.

Atoms and positions in Å:
C (0.093, -0.709, -1.813)
C (0.959, -1.138, -0.802)
N (0.419, -1.721, 0.360)
C (2.372, -1.239, -1.097)
C (3.009, 0.160, -1.172)
N (2.782, 0.691, -2.528)
H (-0.961, -0.761, -1.792)
H (0.398, -0.686, -2.803)
H (1.051, -2.195, 0.985)
H (-0.542, -2.123, 0.185)
H (2.932, -1.685, -0.195)
H (2.453, -1.927, -1.914)
H (2.338, 0.701, -0.564)
H (3.997, 0.156, -0.757)
H (1.942, 1.321, -2.397)
H (3.632, 1.347, -2.678)
O (-2.618, 5.289, 2.435)
H (-2.290, 5.193, 1.527)
H (-3.578, 5.532, 2.239)
O (-5.180, -2.178, 3.251)
H (-5.725, -2.726, 3.804)
H (-4.264, -2.266, 3.341)

Properties
- HOMO energy (Ha) = -0.28770
- Kohn-Sham gap (eV) = 8.62
- SMILES = C=C(N)CCN.O.O
- multiplicity = 1
- LUMO (eV) = 0.79



Here is a 2-piece molecular cluster, C4H14N2O2 overall from OMol25. Energies are from the ωB97M-V functional and the def2-TZVPD basis.

Atoms and positions in Å:
N (2.272, -1.084, 0.153)
C (1.890, 0.195, 0.797)
C (0.452, 0.796, 0.473)
C (-0.314, 0.500, -0.750)
N (-1.155, -0.679, -0.623)
C (-1.216, 1.898, -1.144)
O (-0.406, 3.150, -0.964)
H (1.579, -1.650, -0.272)
H (3.081, -0.865, -0.336)
H (2.097, 0.142, 1.923)
H (2.592, 0.984, 0.482)
H (-0.228, 0.175, 1.309)
H (0.701, 1.774, 0.812)
H (0.345, 0.254, -1.477)
H (-1.525, -0.863, 0.231)
H (-1.757, -0.985, -1.434)
H (-1.485, 1.897, -2.174)
H (-2.058, 1.984, -0.333)
H (0.583, 3.012, -1.059)
O (-2.008, -3.193, 1.640)
H (-1.401, -3.325, 0.865)
H (-2.037, -4.118, 1.878)

Properties
- HOMO energy (Ha) = -0.32525
- Kohn-Sham gap (eV) = 9.61
- SMILES = NCC[C@@H](N)CO.O
- multiplicity = 1
- LUMO (eV) = 0.76



Here is a 2-piece molecular cluster, C4H14N2OS overall from OMol25. Energies are from the ωB97M-V functional and the def2-TZVPD basis.

Atoms and positions in Å:
C (-1.935, -1.376, 1.555)
N (-1.384, -0.119, 0.940)
C (-0.865, -0.317, -0.446)
C (0.457, 0.460, -0.784)
N (1.474, -0.581, -1.124)
C (0.048, 1.419, -1.939)
S (1.295, 2.761, -2.254)
H (-1.856, -2.211, 0.898)
H (-3.074, -1.103, 1.559)
H (-1.723, -1.509, 2.634)
H (-0.720, 0.210, 1.635)
H (-0.673, -1.425, -0.583)
H (-1.704, -0.051, -1.071)
H (0.931, 0.911, 0.121)
H (2.402, -0.205, -0.911)
H (1.499, -0.817, -2.105)
H (-0.094, 1.001, -2.969)
H (-0.900, 1.885, -1.600)
H (1.351, 3.344, -0.982)
O (1.980, -0.373, 2.491)
H (1.130, -0.743, 2.853)
H (2.362, -1.162, 2.082)

Properties
- HOMO energy (Ha) = -0.31512
- Kohn-Sham gap (eV) = 9.31
- SMILES = CNC[C@@H](N)CS.O
- multiplicity = 1
- LUMO (eV) = 0.73



How do the records compare in energy above the lowest of the compared OMol25 structures with the same formula, charge and spin? In the order shown, they have 153.1, 9.8, 8.8, 13.8, 71.8, 60.3, 73.2, 35.7 kcal per mole.